Record 1
106
Properties=species:S:1:pos:R:3 method="wB97M-V/def2-TZVPD" de_lowest_kcal_mol=0.0 homo_lumo_gap_ha=0.2575
Pt 0.6678 -0.1219 -0.8597
C -0.4442 3.9478 2.3741
C -0.8206 2.4902 2.6905
C 0.0243 1.9926 3.8667
C -2.3079 2.4100 3.0357
C -0.5221 1.6422 1.5061
C -0.3187 0.9530 0.5186
H -0.7545 4.6042 3.1939
H -0.9255 4.2780 1.4550
H 0.6374 4.0407 2.2452
H -0.1711 2.5988 4.7571
H 1.0832 2.0609 3.6221
H -0.2021 0.9485 4.0986
H -2.5237 3.0380 3.9063
H -2.5934 1.3827 3.2750
H -2.9141 2.7585 2.1975
C 0.5790 3.7141 -2.4373
O -0.4432 2.7110 -2.3577
C -1.4783 2.9909 -1.5586
O -1.6150 4.0243 -0.9658
C -2.4214 1.8127 -1.5010
C -3.7000 2.0140 -1.2038
As -5.0775 0.6375 -0.8896
C -5.2954 0.9029 1.0433
C -3.9166 -0.9319 -0.6444
C -2.6964 -1.1725 -1.1152
As -1.6249 0.1349 -2.1451
C -2.6415 0.0387 -3.7963
C -1.9786 -2.4926 -0.8643
O -0.9869 -2.5783 -0.2065
O -2.4481 -3.5981 -1.4872
C -3.5135 -3.5194 -2.4433
C -4.6756 -1.9773 0.1353
O -5.8704 -2.1140 0.0551
O -3.8843 -2.7116 0.9137
C -4.5253 -3.7288 1.7027
C -4.2844 3.4136 -1.2994
O -4.1464 4.1187 -2.2573
O -5.0792 3.6954 -0.2558
C -5.7320 4.9778 -0.2712
H 1.4259 3.2283 -2.9132
H 0.8374 4.0589 -1.4375
H 0.2286 4.5576 -3.0279
H -5.6751 1.9002 1.2368
H -4.3402 0.7656 1.5397
H -6.0128 0.1616 1.3912
H -3.6895 -0.0993 -3.5458
H -2.2796 -0.7757 -4.4186
H -2.5042 0.9805 -4.3241
H -3.4766 -4.4538 -2.9940
H -3.3758 -2.6867 -3.1306
H -4.4844 -3.4290 -1.9556
H -3.7447 -4.4375 1.9573
H -5.3179 -4.2099 1.1381
H -4.9420 -3.2804 2.6014
H -6.7254 4.8259 0.1414
H -5.7919 5.3639 -1.2831
H -5.1669 5.6651 0.3545
F 6.4729 4.1492 -0.1629
C 5.6116 3.1347 0.0429
C 4.3842 3.1712 -0.5823
C 3.4996 2.1238 -0.3605
C 3.8525 1.0635 0.4690
C 5.1088 1.0531 1.0758
C 5.9986 2.0985 0.8710
Sb 2.5221 -0.5496 0.7239
C 3.9664 -2.0604 0.4420
C 4.6211 -2.1303 -0.7899
C 5.5758 -3.1112 -1.0160
C 5.8561 -4.0059 -0.0006
F 6.7883 -4.9535 -0.2138
C 5.2205 -3.9698 1.2218
C 4.2603 -2.9867 1.4382
C 2.3183 -0.5796 2.8151
C 2.9009 0.3902 3.6248
C 2.7109 0.3634 5.0004
C 1.9246 -0.6329 5.5391
F 1.7329 -0.6556 6.8705
C 1.3173 -1.6027 4.7664
C 1.5148 -1.5667 3.3937
H 4.1370 4.0006 -1.2322
H 2.5297 2.1242 -0.8459
H 5.4088 0.2200 1.7031
H 6.9772 2.1150 1.3317
H 4.3893 -1.4182 -1.5731
H 6.0934 -3.1938 -1.9631
H 5.4733 -4.6989 1.9807
H 3.7546 -2.9429 2.3963
H 3.5070 1.1769 3.1927
H 3.1577 1.1050 5.6496
H 0.7030 -2.3590 5.2362
H 1.0298 -2.3136 2.7740
C 1.6840 -3.7598 -2.2833
Si 1.4798 -2.4718 -3.5968
C 2.5727 -2.8411 -5.0626
C -0.2810 -2.4415 -4.2237
Se 2.1397 -0.4452 -2.8207
H 1.5817 -4.7704 -2.6966
H 0.9328 -3.6263 -1.4970
H 2.6735 -3.6770 -1.8285
H 2.3588 -3.8352 -5.4723
H 3.6292 -2.8070 -4.7810
H 2.4079 -2.1033 -5.8534
H -0.4620 -3.2728 -4.9132
H -0.4612 -1.5031 -4.7527
H -0.9994 -2.5252 -3.4005

***

Record 2
100
Properties=species:S:1:pos:R:3 method="wB97M-V/def2-TZVPD" charge=+2 de_lowest_kcal_mol=47.4 homo_lumo_gap_ha="0.1514 / 0.1515"
Au 0.3078 0.2169 -0.2596
C 0.4796 0.0468 6.9497
C -0.2064 -0.9820 6.0492
C 0.4020 -2.3719 6.2956
C -1.7036 -1.0254 6.3926
C -0.0855 -0.6364 4.5832
C 0.4721 0.5502 4.1054
C 0.5154 0.7779 2.7445
N 0.0582 -0.0785 1.8443
C -0.4945 -1.2269 2.2651
C -0.5623 -1.5239 3.6194
C -0.9763 -2.1546 1.2324
C -1.8132 -3.2301 1.5152
C -2.1548 -4.1469 0.5213
C -1.6178 -3.9150 -0.7482
C -0.8565 -2.7832 -0.9729
N -0.5509 -1.9260 -0.0136
C -3.0979 -5.3058 0.7669
C -3.3764 -5.5196 2.2577
C -4.4201 -4.9521 0.0643
C -2.5411 -6.6097 0.1759
H 0.3575 -0.2470 7.9887
H 0.0342 1.0326 6.8325
H 1.5463 0.1093 6.7439
H 0.4540 -2.5700 7.3620
H 1.4101 -2.4392 5.8937
H -0.2074 -3.1522 5.8484
H -1.8287 -1.3820 7.4102
H -2.2416 -1.6961 5.7281
H -2.1471 -0.0358 6.3159
H 0.8691 1.2964 4.7715
H 0.9303 1.6957 2.3467
H -0.9707 -2.4689 3.9296
H -2.2126 -3.3370 2.5089
H -1.8024 -4.5982 -1.5624
H -0.4730 -2.5476 -1.9552
H -3.9155 -4.6770 2.6865
H -2.4528 -5.6798 2.8099
H -3.9984 -6.4014 2.3840
H -4.8260 -4.0195 0.4516
H -5.1479 -5.7392 0.2401
H -4.2820 -4.8464 -1.0087
H -1.5510 -6.8255 0.5694
H -2.4845 -6.5775 -0.9084
H -3.1989 -7.4320 0.4455
S -1.3664 4.8943 -0.3844
C -0.4499 3.4648 -0.6623
N -0.8398 2.3943 -0.0572
C -1.9583 2.6285 0.6978
C -2.6471 1.7011 1.4748
C -3.7411 2.1225 2.1958
C -4.1666 3.4503 2.1522
C -3.5142 4.3845 1.3748
C -2.4086 3.9650 0.6517
H 0.3941 3.4877 -1.3229
H -2.3128 0.6778 1.4961
H -4.2840 1.4192 2.8064
H -5.0149 3.7555 2.7431
H -3.8459 5.4091 1.3301
C -1.2184 3.8977 -10.3862
C -1.0894 3.2321 -9.0736
O -1.5928 3.4900 -8.0329
S 0.0300 1.7410 -9.1755
C 0.2301 1.3325 -7.4812
C 0.4538 2.3330 -6.5288
C 0.5717 1.9882 -5.2056
C 0.4631 0.6480 -4.7983
C 0.2753 -0.3516 -5.7650
C 0.1700 -0.0124 -7.0941
C 0.5007 0.3798 -3.4172
C 0.4801 0.2869 -2.2061
H -2.2138 4.3301 -10.4788
H -1.0127 3.2278 -11.2176
H -0.4993 4.7203 -10.4236
H 0.5385 3.3671 -6.8249
H 0.7337 2.7498 -4.4592
H 0.1898 -1.3816 -5.4552
H -0.0001 -0.7717 -7.8420
C 5.9014 1.5154 0.5960
N 5.0023 2.6246 0.8655
C 4.8913 3.4597 -0.3164
N 4.4224 2.6868 -1.4532
C 5.3207 1.5719 -1.6997
N 5.4283 0.7270 -0.5266
C 4.2345 -0.0114 -0.2395
P 2.7721 1.1181 0.1500
C 3.7350 2.1981 1.3739
C 3.0568 2.2712 -1.3092
H 5.9864 0.8825 1.4817
H 6.8837 1.9180 0.3424
H 5.8755 3.8697 -0.5525
H 4.2014 4.2846 -0.1256
H 6.3116 1.9581 -1.9459
H 4.9468 0.9855 -2.5401
H 4.4092 -0.6629 0.6246
H 3.9630 -0.6379 -1.0955
H 3.8810 1.6208 2.2929
H 3.1171 3.0728 1.6062
H 2.4386 3.1625 -1.1574
H 2.7235 1.7568 -2.2178

***

Record 3
101
Properties=species:S:1:pos:R:3 method="wB97M-V/def2-TZVPD" charge=-2 de_lowest_kcal_mol=1.0 homo_lumo_gap_ha=0.1544
K 10.9916 16.6635 12.5690
Cl 5.5581 22.0923 11.2007
C 6.7175 21.0914 12.0289
C 7.1599 19.9117 11.4158
C 8.2245 19.0669 11.9816
N 8.7318 18.0387 11.3001
C 8.3813 17.8010 9.9704
O 7.3864 18.1641 9.2821
C 9.3613 17.0443 9.1790
C 8.9509 16.5885 7.9101
C 9.9410 16.0531 7.0707
C 11.2721 16.1036 7.4435
C 11.5810 16.5977 8.7173
N 10.6416 16.9043 9.6232
C 8.7365 19.4150 13.3781
C 8.1467 20.5353 14.0079
C 7.1872 21.3663 13.4205
Cl 6.6320 22.7181 14.2828
N 9.7781 18.7618 13.8542
C 10.6030 19.3577 14.8255
O 10.5678 20.5383 15.2155
C 11.7081 18.5673 15.5028
C 12.0441 19.0431 16.8173
C 13.0475 18.3594 17.4911
C 13.5482 17.1775 16.9501
C 13.2099 16.8371 15.6485
N 12.3189 17.5334 14.9227
H 6.8218 19.6216 10.4131
H 7.8754 16.6369 7.6062
H 9.6980 15.7135 6.0705
H 12.0447 15.5966 6.8395
H 12.6309 16.7871 8.9961
H 8.4921 20.7309 15.0250
H 11.5690 19.9176 17.2746
H 13.3366 18.7173 18.4616
H 14.2184 16.5608 17.5419
H 13.6472 15.9730 15.1773
C 12.1394 8.1053 8.0746
Ge 11.7703 9.4549 9.5093
C 10.2319 8.7469 10.5091
C 13.3621 9.5960 10.6562
C 11.3335 11.1442 8.6737
Se 12.1345 12.7231 9.3799
C 13.7856 12.7377 8.2856
H 12.2741 7.1362 8.5751
H 13.0797 8.3695 7.5442
H 11.2727 7.9799 7.3746
H 10.5173 7.8447 11.1263
H 9.3846 8.5281 9.8559
H 9.8671 9.4724 11.2385
H 12.9681 9.4482 11.6805
H 13.8456 10.5703 10.6571
H 14.0665 8.7526 10.5523
H 10.2502 11.2419 8.7937
H 11.5926 11.0058 7.5917
H 14.1171 13.7693 8.4112
H 13.4276 12.6401 7.2606
H 14.5535 12.0094 8.5530
C 17.3019 12.6250 14.2531
C 16.3118 13.4758 13.4832
C 16.7756 14.5795 12.7427
C 15.8728 15.4943 12.2368
C 16.3838 16.7176 11.5114
C 14.4999 15.2406 12.3699
C 13.9560 14.1268 13.1028
C 14.9660 13.1956 13.5988
N 12.6486 14.0127 13.2079
C 11.9784 13.0900 14.1615
C 11.9695 11.6221 13.6462
C 11.1191 10.7136 14.5574
C 9.6457 11.1749 14.6474
C 9.6182 12.6426 15.1275
C 10.1771 12.7003 16.5993
C 11.6390 12.1988 16.5638
C 11.7203 10.7501 15.9990
C 12.4949 13.1157 15.6404
C 10.4875 13.5510 14.2097
H 18.2142 13.1957 14.4467
H 17.5776 11.7266 13.6787
H 16.8928 12.2514 15.2284
H 17.8443 14.7078 12.5263
H 17.3723 16.9780 11.9234
H 15.7462 17.6274 11.6750
H 16.5545 16.5873 10.4327
H 13.8072 15.9354 11.9897
H 14.6597 12.2768 14.0635
H 13.0058 11.2037 13.6203
H 11.6177 11.6392 12.6107
H 11.1132 9.7028 14.1097
H 9.0503 10.5857 15.3622
H 9.1365 11.1293 13.6263
H 8.6152 13.0870 15.0979
H 9.5827 12.0703 17.2736
H 10.1035 13.7481 16.9637
H 12.0647 12.2808 17.5980
H 11.1593 10.0531 16.6461
H 12.7860 10.4727 15.9231
H 13.5551 12.7889 15.6345
H 12.4024 14.1522 16.0058
H 10.3716 14.5823 14.5972
H 10.0343 13.5782 13.1931

***

Record 4
108
Properties=species:S:1:pos:R:3 method="wB97M-V/def2-TZVPD" charge=-2 de_lowest_kcal_mol=63.2 homo_lumo_gap_ha=0.1042
Na -0.3846 0.2326 -0.0256
O -2.7912 0.7974 3.2157
C -1.9387 1.4671 2.5934
N -2.0153 2.0731 1.4424
C -3.2063 2.1420 0.6644
C -2.8058 2.3149 -0.8048
C -3.7570 3.1620 -1.5340
C -4.3809 2.7356 -2.6548
C -4.0806 1.4457 -3.1583
C -3.1073 0.7101 -2.4940
N -2.4869 1.0607 -1.3961
C -0.5740 1.7548 3.1681
C -0.4299 2.1899 4.4846
C 0.8181 2.5949 4.9216
C 1.8811 2.5422 4.0324
C 1.6409 2.0684 2.7515
N 0.4530 1.6861 2.3236
H -3.7962 3.0185 0.9784
H -3.8586 1.2585 0.7706
H -3.9473 4.1485 -1.1242
H -5.0977 3.3677 -3.1783
H -4.5588 1.0632 -4.0498
H -2.8068 -0.2584 -2.8930
H -1.2933 2.2148 5.1344
H 0.9637 2.9523 5.9355
H 2.8783 2.8478 4.3171
H 2.4428 2.0065 2.0300
N -3.6099 -2.4644 1.0125
C -2.6570 -1.5185 0.9169
N -1.6579 -1.9575 0.2025
C -2.0298 -3.2328 -0.1493
N -3.2314 -3.5697 0.3344
C -1.2346 -4.1496 -0.9069
C -1.5221 -5.5193 -0.8567
N -0.8423 -6.4446 -1.5038
C 0.1894 -5.9689 -2.2584
C 0.4810 -4.6252 -2.3187
N -0.1944 -3.6829 -1.6707
H -4.5129 -2.4188 1.4546
H -2.7285 -0.5780 1.4201
H -2.3375 -5.8790 -0.2377
H 0.7621 -6.7212 -2.7900
H 1.3144 -4.2776 -2.9238
C 0.4852 -1.4619 3.6785
N 0.7935 -2.7620 3.1300
C -0.3577 -3.6372 3.0713
C 1.6975 -2.7832 2.0903
N 2.1619 -1.6942 1.6113
C 3.3994 -1.6610 0.9927
C 4.5024 -2.1139 1.7132
C 5.7814 -2.0886 1.1882
C 5.9680 -1.6135 -0.0962
C 4.8924 -1.1204 -0.8128
C 3.5944 -1.0963 -0.2882
N 2.5111 -0.7191 -1.0415
C 2.5322 0.2369 -1.9115
N 1.6763 0.1817 -2.9777
C 0.8372 -0.9873 -3.1090
C 1.0321 1.3814 -3.4691
N 3.4110 1.2928 -1.8724
C 3.9256 1.7911 -0.6227
C 3.8894 1.9872 -3.0393
N 2.0530 -4.0657 1.6808
C 2.5177 -4.3025 0.3397
C 2.4611 -5.0476 2.6479
H -0.0431 -1.5994 4.6241
H -0.1365 -0.8722 2.9964
H 1.4127 -0.9196 3.8510
H -1.2061 -3.1180 2.6145
H -0.6343 -3.9522 4.0826
H -0.1292 -4.5130 2.4711
H 4.3294 -2.5033 2.7095
H 6.6136 -2.4547 1.7747
H 6.9516 -1.6285 -0.5468
H 5.0498 -0.7546 -1.8191
H 1.3407 -1.8497 -2.6884
H 0.6343 -1.1520 -4.1694
H -0.1096 -0.8663 -2.5718
H 1.3761 2.2645 -2.9383
H -0.0475 1.3090 -3.3173
H 1.2183 1.5011 -4.5417
H 3.4118 1.3043 0.2012
H 3.7397 2.8665 -0.5577
H 5.0026 1.5975 -0.5379
H 3.6014 1.4538 -3.9427
H 4.9875 2.0279 -2.9986
H 3.5174 3.0168 -3.0878
H 2.1291 -3.5268 -0.3148
H 2.1324 -5.2689 -0.0043
H 3.6128 -4.3243 0.2641
H 2.1719 -4.7265 3.6452
H 3.5541 -5.1831 2.6338
H 2.0052 -6.0190 2.4304
Te -0.7477 3.2207 -0.4031
C -0.5929 4.1868 -2.3297
C -1.2602 3.7470 -3.4736
C -1.1671 4.4238 -4.6770
C -0.3838 5.5615 -4.7809
C 0.2774 6.0253 -3.6532
C 0.1594 5.3570 -2.4512
H -1.8666 2.8550 -3.4243
H -1.7064 4.0619 -5.5465
H -0.2884 6.0893 -5.7247
H 0.8794 6.9243 -3.7260
H 0.6754 5.7168 -1.5733
O 2.9872 5.3277 1.3484
C 2.2253 4.7328 0.6475
N 1.5354 4.1452 -0.0998